Molecular formula: C36H50O15
Method: DFT, the ωB97M-V functional and the def2-TZVPD basis

Bonds (Å) are listed after each position.
Positions of all 101 atoms, in Å:
1 C -4.29227 -9.77868 -1.72992  H34 1.091, C56 1.514, H68 1.087, O86 1.431
2 H 4.84509 1.79491 0.18448  C7 1.093
3 C -1.53372 2.81753 -0.63546  C22 1.392, C28 1.399, H67 1.082
4 H -1.29729 -6.04671 -1.37182  C79 1.076
5 O 1.50121 -4.77621 -0.45099  C39 1.348, C66 1.436
6 C 0.37356 -2.80151 -4.72284  H48 1.091, C81 1.514, H90 1.087, O96 1.429
7 C 5.44959 1.56465 1.06503  H2 1.093, H24 1.092, C42 1.521, C70 1.540
8 C -0.60559 2.72770 1.57316  C27 1.500, C28 1.409, C57 1.401
9 H 3.10100 2.51968 1.67604  C91 1.089
10 H 1.86335 -3.04150 2.25507  C74 1.089
11 C -2.23316 6.71852 -3.06770  H14 1.088, C82 1.513, O83 1.431, H88 1.091
12 H 2.88962 -0.16852 0.45739  C60 1.094
13 C 3.22655 3.72010 3.43409  C33 1.552, H41 1.091, H45 1.088, C91 1.539
14 H -1.57633 7.19890 -2.34623  C11 1.088
15 O -2.16858 -8.91878 -1.81857  C56 1.431, C75 1.355
16 H -4.73181 2.49638 2.68567  C17 1.090
17 C -3.85371 3.05078 2.35390  H16 1.090, C95 1.546, H100 1.087, H101 1.088
18 H 5.95734 -0.25925 2.10972  C42 1.095
19 H 5.87110 2.47315 3.01535  C70 1.089
20 H -5.23923 4.67566 2.16924  C95 1.090
21 C 0.92359 1.19167 3.47031  C61 1.472, H63 1.083, C94 1.333
22 C -1.49911 1.42826 -0.71995  C3 1.392, H26 1.081, C65 1.390
23 H 2.38469 2.72689 5.18600  C33 1.089
24 H 6.50399 1.64764 0.79278  C7 1.092
25 H 4.24442 0.03610 2.07655  C42 1.086
26 H -1.82348 0.90578 -1.60937  C22 1.081
27 C -0.05923 3.32329 2.83668  C8 1.500, O72 1.205, C94 1.508
28 C -1.09749 3.50219 0.50361  C3 1.399, C8 1.409, C87 1.508
29 O -0.51594 -0.57898 2.88740  C61 1.204
30 H 1.88344 -2.40246 0.06954  C44 1.090
31 H 3.59883 1.65062 3.17268  C91 1.088
32 H -0.19965 5.38808 0.82298  C87 1.092
33 C 2.02841 3.27640 4.31540  C13 1.552, H23 1.089, H54 1.091, C94 1.488
34 H -4.87839 -9.24474 -2.47968  C1 1.091
35 O -1.62539 -2.64237 -1.98218  C58 1.190
36 H -1.02482 -0.41295 0.28511  C65 1.081
37 O 0.57017 -5.72765 -2.23535  C39 1.353, C79 1.442
38 H -1.23518 -3.06236 -6.17583  C81 1.087
39 C 1.64858 -5.06309 -1.75989  O5 1.348, O37 1.353, O80 1.192
40 H 0.10850 -5.46570 0.93965  C66 1.087
41 H 2.88705 4.51529 2.76827  C13 1.091
42 C 5.14963 0.13360 1.48412  C7 1.521, H18 1.095, H25 1.086, C89 1.550
43 H 5.40581 -1.78804 0.44803  C89 1.087
44 C 2.87525 -2.29437 0.50738  H30 1.090, C60 1.525, C74 1.539, H85 1.088
45 H 4.00712 4.10262 4.08923  C13 1.088
46 H -0.44712 -4.16854 -0.13595  C66 1.091
47 H -0.00767 -7.12078 -0.82072  C79 1.088
48 H 0.63134 -3.85449 -4.84684  C6 1.091
49 O -1.86419 -2.72137 -4.22223  C58 1.354, C81 1.431
50 H -3.94478 7.42888 -1.92146  C82 1.092
51 H -1.05818 -1.39949 -5.58301  C81 1.092
52 H -3.81968 5.01068 3.20513  C95 1.088
53 H 3.24738 -0.94023 -1.07178  C60 1.093
54 H 1.59363 4.19632 4.70849  C33 1.091
55 C -3.59183 4.91710 -3.10102  O69 1.187, O83 1.359, O98 1.353
56 C -2.88945 -10.09296 -2.20460  C1 1.514, O15 1.431, H62 1.091, H73 1.087
57 C -0.60079 1.32853 1.49493  C8 1.401, C61 1.492, C65 1.395
58 C -1.15125 -2.63484 -3.07388  O35 1.190, O49 1.354, O96 1.350
59 H -3.92233 7.99220 -3.60400  C82 1.087
60 C 3.46127 -0.98136 -0.00120  H12 1.094, C44 1.525, H53 1.093, C89 1.552
61 C -0.10736 0.52965 2.65442  C21 1.472, O29 1.204, C57 1.492
62 H -2.45710 -10.95474 -1.69360  C56 1.091
63 H 1.65254 0.57976 3.98764  C21 1.083
64 H 2.32674 -1.37120 2.41337  C74 1.091
65 C -1.04843 0.66581 0.35167  C22 1.390, H36 1.081, C57 1.395
66 C 0.14848 -5.08095 -0.07584  O5 1.436, H40 1.087, H46 1.091, C79 1.511
67 H -1.92852 3.34109 -1.49623  C3 1.082
68 H -4.84264 -10.65940 -1.41014  C1 1.087
69 O -3.94228 3.78409 -3.14914  C55 1.187
70 C 5.19888 2.60762 2.16972  C7 1.540, H19 1.089, C91 1.530, H97 1.094
71 H -1.38223 5.40556 -0.47424  C87 1.094
72 O -0.42058 4.36662 3.31809  C27 1.205
73 H -2.82519 -10.24774 -3.27826  C56 1.087
74 C 2.66203 -2.33578 2.03055  H10 1.089, C44 1.539, H64 1.091, H78 1.090
75 C -2.83848 -8.33164 -0.79801  O15 1.355, O76 1.189, O86 1.352
76 O -2.41196 -7.43197 -0.14838  C75 1.189
77 H -3.60562 4.76204 0.18306  C84 1.094
78 H 3.57050 -2.63664 2.55202  C74 1.090
79 C -0.25454 -6.10268 -1.11335  H4 1.076, O37 1.442, H47 1.088, C66 1.511
80 O 2.59775 -4.76252 -2.41557  C39 1.192
81 C -0.97672 -2.45411 -5.31295  C6 1.514, H38 1.087, O49 1.431, H51 1.092
82 C -3.67415 7.16422 -2.94525  C11 1.513, H50 1.092, H59 1.087, O98 1.431
83 O -2.32412 5.31314 -2.81153  C11 1.431, C55 1.359
84 C -3.46785 5.29178 1.13070  H77 1.094, O92 1.421, H93 1.096, C95 1.522
85 H 3.43638 -3.17586 0.20389  C44 1.088
86 O -4.05115 -8.90346 -0.62396  C1 1.431, C75 1.352
87 C -1.17851 5.00814 0.52417  C28 1.508, H32 1.092, H71 1.094, O92 1.414
88 H -1.83032 6.86762 -4.07086  C11 1.091
89 C 4.98016 -0.80537 0.26267  C42 1.550, H43 1.087, C60 1.552, H99 1.089
90 H 1.18249 -2.19051 -5.11409  C6 1.087
91 C 3.72320 2.54789 2.56995  H9 1.089, C13 1.539, H31 1.088, C70 1.530
92 O -2.10683 5.57111 1.43049  C84 1.421, C87 1.414
93 H -3.96782 6.26485 1.05796  C84 1.096
94 C 0.99429 2.52034 3.55841  C21 1.333, C27 1.508, C33 1.488
95 C -4.16052 4.56353 2.27341  C17 1.546, H20 1.090, H52 1.088, C84 1.522
96 O 0.17054 -2.53966 -3.33234  C6 1.429, C58 1.350
97 H 5.38602 3.57442 1.69363  C70 1.094
98 O -4.39188 5.98557 -3.32225  C55 1.353, C82 1.431
99 H 5.38550 -0.31483 -0.62117  C89 1.089
100 H -3.08936 2.87013 3.10589  C17 1.087
101 H -3.57518 2.64191 1.38455  C17 1.088

Values from the calculation:
LUMO level = -0.37 eV
calculated total energy = -68855.1777 eV
total charge = 0
SMILES = CCCCCCCCCCC1=CC(=O)c2cccc(COCCC)c2C1=O.O=C1OCCO1.O=C1OCCO1.O=C1OCCO1.O=C1OCCO1
frontier orbital gap = 8.81 eV
molecular weight = 722.78 g mol⁻¹

Atomic partial charges in e from the Mulliken method, atoms 1 to 99:
1 C -0.329
2 H 0.387
3 C -0.228
4 H 0.252
5 O -0.224
6 C -0.347
7 C -0.723
8 C 1.141
9 H 0.235
10 H 0.386
11 C -0.332
12 H -0.066
13 C -0.874
14 H 0.304
15 O -0.280
16 H 0.485
17 C -0.777
18 H 0.406
19 H 0.367
20 H 0.410
21 C -0.061
22 C -1.195
23 H 0.472
24 H 0.333
25 H -0.191
26 H 0.604
27 C 0.461
28 C 0.153
29 O -0.603
30 H -0.137
31 H 0.032
32 H 0.582
33 C -1.693
34 H 0.262
35 O -0.531
36 H 0.805
37 O -0.374
38 H 0.299
39 C 0.652
40 H 0.372
41 H 0.365
42 C 0.038
43 H 0.408
44 C 0.233
45 H 0.437
46 H 0.036
47 H 0.200
48 H 0.246
49 O -0.350
50 H 0.229
51 H 0.264
52 H 0.315
53 H 0.356
54 H 0.378
55 C 0.688
56 C -0.309
57 C 0.609
58 C 0.625
59 H 0.313
60 C -0.291
61 C -0.160
62 H 0.266
63 H 0.538
64 H -0.091
65 C -1.477
66 C -0.081
67 H 0.220
68 H 0.293
69 O -0.510
70 C -1.063
71 H -0.145
72 O -0.608
73 H 0.282
74 C -0.900
75 C 0.675
76 O -0.502
77 H 0.185
78 H 0.269
79 C -0.238
80 O -0.595
81 C -0.375
82 C -0.287
83 O -0.338
84 C -0.250
85 H 0.365
86 O -0.343
87 C -0.388
88 H 0.295
89 C -1.101
90 H 0.312
91 C 0.132
92 O -0.379
93 H 0.358
94 C 0.664
95 C -0.744
96 O -0.149
97 H 0.359
98 O -0.354
99 H 0.449